14
Properties=species:S:1:pos:R:3:forces:R:3 method="wB97M-V/def2-TZVPD" multiplicity=1 e_above_lowest_kj_mol=66.1 total_charge=+1 e_homo_ev=-14.503 gap_ev=8.77
O -3.386182 3.303623 0.881406 -1.126 1.997 0.035
C -0.872061 0.356020 0.784215 1.212 -1.319 2.033
H 0.097519 -1.671942 0.654208 -0.808 0.638 -0.510
H -0.119650 1.806860 -1.811797 0.526 -0.047 1.241
N 0.125912 -0.747861 1.124696 2.550 1.065 -3.008
N -1.090585 0.611382 -0.491270 -2.444 2.339 -1.911
N -1.501875 0.640809 1.837006 0.106 -0.331 -0.100
H -0.152646 -0.963878 2.057895 0.670 0.207 1.733
H -0.705460 0.437324 -2.344242 0.599 -0.158 0.661
C -2.709291 2.380177 0.725685 0.303 -2.087 0.964
O -2.530837 1.508043 1.807472 0.026 0.437 0.369
O -2.201848 1.993736 -0.409305 2.366 -2.030 -1.762
H 1.174991 -0.425703 0.861660 -2.700 -0.662 1.634
N -0.231577 0.825667 -1.503213 -1.280 -0.049 -1.378